1.
Formula: C17H15FN4O8S
Source: OMol25
Level of theory: wB97M-V/def2-TZVPD

Last column: Mulliken charge in e.
Cartesian coordinates (Å):
O  1.325  -3.045  -0.897  -0.62
O  0.273  3.004  5.487  -0.57
O  5.021  2.801  -4.095  -0.54
O  5.704  0.831  -5.399  -0.53
F  6.744  1.147  -3.004  -0.19
N  0.522  0.901  3.574  -1.07
N  -2.565  2.585  2.756  -0.52
O  -0.346  -1.839  -1.897  -0.32
O  -4.340  -2.035  -0.246  -0.65
O  -1.069  -1.166  0.469  -0.54
O  -3.619  -0.780  1.961  -0.61
C  0.972  -2.156  -1.658  0.49
C  -0.523  2.829  4.621  0.19
C  -0.387  1.812  3.655  0.18
C  -2.747  3.348  3.789  -0.25
C  -1.468  1.766  2.776  0.93
C  -1.063  0.789  1.912  -0.79
C  1.837  -0.509  -3.384  -0.63
C  3.382  -1.711  -1.968  -0.68
C  2.889  0.357  -3.754  -0.39
C  4.443  -0.851  -2.408  -0.14
C  2.065  -1.439  -2.429  0.41
C  4.189  0.240  -3.286  0.24
N  0.120  0.188  2.441  0.38
N  -1.715  3.590  4.715  -0.13
C  -1.325  -2.702  -1.293  -1.02
C  -1.717  0.175  0.694  0.86
C  -3.217  -1.207  -0.350  -0.75
C  -1.984  -2.056  -0.023  0.42
C  -3.172  -0.145  0.744  -0.15
S  5.476  1.355  -3.983  1.09
H  -4.435  -1.986  0.785  0.45
H  -3.368  -0.244  2.720  0.34
H  -3.648  3.855  3.834  0.52
H  0.803  -0.299  -3.487  0.47
H  3.637  -2.417  -1.240  0.50
H  2.595  1.178  -4.459  0.31
H  5.464  -1.160  -2.114  0.33
H  0.717  -0.575  2.028  0.29
H  -1.912  4.083  5.582  0.26
H  -2.074  -2.889  -2.046  0.49
H  -0.940  -3.674  -1.053  0.39
H  -1.534  0.972  -0.069  0.21
H  -3.098  -0.825  -1.331  0.62
H  -2.061  -2.854  0.692  0.39
H  -3.848  0.759  0.638  0.31

Values from the calculation:
lowest unoccupied orbital energy: -0.68 eV
M: 454.392 g/mol
highest occupied orbital energy: -9.186 eV
energy relative to the best compared isomer or geometry (same formula, charge and spin): 56.8 kcal per mole
frontier orbital gap: 8.51 eV



2.
Formula: C3H10NO
Source: OMol25
Level of theory: wB97M-V/def2-TZVPD

Last column: Mulliken charge in e.
Cartesian coordinates (Å):
C  -1.467  1.701  -1.612  -0.52
O  -0.751  1.659  -0.443  -0.84
H  -1.495  0.737  -2.151  0.16
H  -2.536  1.999  -1.529  0.16
H  -1.018  2.590  -2.219  0.11
C  1.848  -0.334  1.003  -0.79
N  0.857  -0.852  0.056  -0.53
C  -0.268  -1.489  0.758  -0.85
H  1.558  0.481  1.675  0.24
H  2.147  -1.205  1.594  0.34
H  2.713  -0.113  0.353  0.28
H  0.195  -0.088  -0.228  0.34
H  -0.547  -0.998  1.691  0.30
H  -0.111  -2.579  0.955  0.31
H  -1.124  -1.509  0.097  0.29

Values from the calculation:
lowest unoccupied orbital energy: 4.32 eV
M: 76.119 g/mol
highest occupied orbital energy: -2.249 eV
energy relative to the best compared isomer or geometry (same formula, charge and spin): 35.9 kcal per mole
frontier orbital gap: 6.57 eV
charge: -1



3.
Formula: C6H11Cl2N2
Source: OMol25
Level of theory: wB97M-V/def2-TZVPD

Last column: Mulliken charge in e.
Cartesian coordinates (Å):
C  0.125  0.581  -1.248  -0.17
C  -1.664  -0.792  0.058  -0.91
C  0.722  -1.226  0.560  -0.82
C  -1.301  0.400  -0.812  0.18
C  1.072  0.259  -0.124  0.76
C  1.223  1.332  0.932  -1.44
N  0.342  0.977  -2.363  -0.46
N  -0.625  -1.069  1.131  -0.18
Cl  -2.399  0.480  -2.273  -0.09
Cl  2.775  -0.033  -0.825  -0.14
H  -2.528  -0.574  0.561  0.44
H  -1.827  -1.643  -0.560  0.41
H  0.537  -1.846  -0.327  0.40
H  1.565  -1.594  1.208  0.44
H  -1.765  1.401  -0.339  0.28
H  1.792  1.076  1.772  0.40
H  0.216  1.707  1.234  0.38
H  1.854  2.192  0.495  0.36
H  1.336  0.830  -2.599  0.32
H  -0.780  -0.382  1.908  0.41
H  -0.669  -2.076  1.610  0.42

Values from the calculation:
lowest unoccupied orbital energy: -3.99 eV
M: 182.074 g/mol
highest occupied orbital energy: -13.956 eV
energy relative to the best compared isomer or geometry (same formula, charge and spin): 15.5 kcal per mole
frontier orbital gap: 9.97 eV
charge: +1



4.
Formula: CH2Cl4OP2
Source: OMol25
Level of theory: wB97M-V/def2-TZVPD

Last column: Mulliken charge in e.
Cartesian coordinates (Å):
C  -1.009  -0.805  1.510  -0.87
O  0.625  0.118  -0.202  -0.15
P  -0.927  0.184  0.162  0.70
P  1.490  -0.215  -1.627  0.35
Cl  -0.912  2.069  0.814  -0.18
Cl  -1.701  0.319  -1.668  -0.21
Cl  1.891  1.620  -1.976  -0.11
Cl  3.075  -0.917  -0.574  -0.18
H  -0.606  -1.708  1.627  0.34
H  -1.925  -0.666  1.936  0.31

Values from the calculation:
lowest unoccupied orbital energy: 0.10 eV
M: 233.786 g/mol
highest occupied orbital energy: -8.569 eV
energy relative to the best compared isomer or geometry (same formula, charge and spin): 16.4 kcal per mole
frontier orbital gap: 8.67 eV



5.
Formula: C3H7N2
Source: OMol25
Level of theory: wB97M-V/def2-TZVPD

Last column: Mulliken charge in e.
Cartesian coordinates (Å):
C  -1.862  0.798  -0.115  0.07
C  -0.829  -0.009  -0.960  -0.66
C  -0.091  -0.501  0.372  -0.34
N  -1.576  0.514  1.105  -0.33
N  1.230  -0.031  0.884  -0.26
H  -2.743  1.289  -0.606  0.35
H  -1.162  -0.855  -1.532  0.31
H  -0.196  0.462  -1.642  0.37
H  -0.314  -1.583  0.599  0.38
H  2.072  -0.582  0.467  0.39
H  1.075  -0.095  1.836  0.33
H  1.598  0.839  0.416  0.38

Values from the calculation:
lowest unoccupied orbital energy (alpha / beta): -3.89 / -6.29 eV
M: 71.103 g/mol
highest occupied orbital energy (alpha / beta): -11.338 / -15.871 eV
energy relative to the best compared isomer or geometry (same formula, charge and spin): 35.5 kcal per mole
spin multiplicity: 3
frontier orbital gap (alpha / beta): 7.45 / 9.58 eV
charge: +1



6.
Formula: C32H31AsBiClF6N8S
Source: OMol25
Level of theory: wB97M-V/def2-TZVPD

Last column: Mulliken charge in e.
Cartesian coordinates (Å):
Bi  0.479  0.718  0.370  1.97
C  -1.674  2.633  -1.304  -2.24
N  -0.281  2.884  -0.938  0.94
C  -0.136  4.090  -0.110  -1.87
C  0.185  3.937  1.360  0.76
C  0.330  5.128  2.070  -1.07
C  0.638  5.098  3.413  -0.47
C  0.767  3.863  4.031  -1.00
C  0.602  2.729  3.266  -0.50
N  0.324  2.750  1.953  0.52
C  0.594  2.968  -2.125  -1.65
C  2.077  2.997  -1.809  0.72
C  2.975  3.339  -2.811  -1.14
C  4.330  3.311  -2.530  -0.49
C  4.745  2.981  -1.250  -0.84
C  3.781  2.667  -0.313  -0.35
N  2.474  2.679  -0.580  0.28
C  -2.461  1.970  -0.200  1.14
C  -3.846  2.052  -0.192  -1.15
C  -4.564  1.386  0.784  -0.54
C  -3.866  0.683  1.759  -1.04
C  -2.493  0.653  1.698  -0.20
N  -1.801  1.269  0.726  0.78
H  -1.706  1.972  -2.173  0.61
H  -2.185  3.558  -1.596  0.70
H  -1.049  4.694  -0.171  0.63
H  0.664  4.701  -0.529  0.69
H  0.206  6.072  1.554  0.51
H  0.772  6.016  3.970  0.44
H  0.997  3.777  5.083  0.48
H  0.687  1.757  3.722  0.57
H  0.358  3.864  -2.714  0.56
H  0.406  2.099  -2.760  0.55
H  2.606  3.592  -3.796  0.50
H  5.050  3.541  -3.304  0.45
H  5.793  2.939  -0.994  0.46
H  4.053  2.395  0.701  0.43
H  -4.353  2.625  -0.957  0.55
H  -5.645  1.412  0.789  0.46
H  -4.383  0.159  2.549  0.52
H  -1.915  0.119  2.441  0.36
S  0.738  -0.544  2.724  -0.36
C  -0.249  -2.109  2.197  0.31
N  -0.325  -2.901  3.236  -0.63
N  -0.741  -4.154  3.081  -0.08
C  -0.747  -4.929  1.901  0.53
C  -1.728  -5.906  1.754  -0.46
C  -1.728  -6.721  0.634  -0.56
C  -0.750  -6.574  -0.339  -0.64
C  0.229  -5.602  -0.189  -0.55
C  0.235  -4.779  0.923  0.05
N  -0.740  -2.178  1.018  -0.43
N  -0.717  -1.261  0.085  0.97
C  -1.341  -1.612  -1.117  0.08
C  -2.041  -2.815  -1.269  -0.65
C  -2.593  -3.140  -2.495  -0.63
C  -2.460  -2.287  -3.583  -0.82
C  -1.794  -1.082  -3.427  -1.09
C  -1.253  -0.740  -2.201  1.01
H  -0.951  -4.608  3.952  0.24
H  -2.490  -6.016  2.516  0.41
H  -2.499  -7.471  0.518  0.39
H  -0.744  -7.220  -1.207  0.42
H  1.001  -5.484  -0.939  0.44
H  1.023  -4.050  1.047  0.29
H  -2.129  -3.484  -0.425  0.44
H  -3.123  -4.077  -2.604  0.46
H  -2.862  -2.567  -4.547  0.41
H  -1.682  -0.414  -4.272  0.46
H  -0.699  0.185  -2.085  -0.45
F  2.099  -1.372  -0.425  -0.55
As  2.699  -1.176  -2.118  2.18
F  1.409  -2.187  -2.623  -0.46
F  3.753  -2.500  -1.897  -0.48
F  3.197  -0.837  -3.713  -0.49
F  3.870  -0.082  -1.434  -0.48
F  1.576  0.226  -2.167  -0.51
Cl  2.762  -2.671  3.426  -0.11
C  2.467  -1.182  2.535  0.11
H  2.689  -1.349  1.484  -0.23
H  3.105  -0.413  2.961  0.40

Values from the calculation:
lowest unoccupied orbital energy (alpha / beta): -3.14 / -3.21 eV
M: 993.066 g/mol
highest occupied orbital energy (alpha / beta): -9.024 / -9.753 eV
spin multiplicity: 2
frontier orbital gap (alpha / beta): 5.88 / 6.54 eV
charge: +1



7.
Formula: C5H10O
Source: OMol25
Level of theory: wB97M-V/def2-TZVPD

Last column: Mulliken charge in e.
Cartesian coordinates (Å):
O  1.972  1.213  0.370  -0.34
C  2.315  -0.061  0.105  -0.56
C  0.435  -0.990  -0.623  -1.00
C  -0.519  -0.313  0.307  0.04
C  -1.959  -0.107  -0.098  -0.68
C  -1.031  1.067  -0.029  -0.55
H  1.391  1.290  1.147  0.33
H  2.190  -0.722  0.980  0.22
H  1.712  -0.551  -0.849  0.33
H  0.562  -2.056  -0.414  0.41
H  0.127  -0.858  -1.670  0.37
H  -0.358  -0.527  1.365  0.40
H  -2.261  -0.473  -1.076  0.24
H  -2.721  -0.204  0.671  0.25
H  -0.683  1.505  -0.961  0.21
H  -1.172  1.786  0.774  0.33

Values from the calculation:
lowest unoccupied orbital energy: 0.92 eV
M: 86.134 g/mol
highest occupied orbital energy: -7.784 eV
energy relative to the best compared isomer or geometry (same formula, charge and spin): 115.0 kcal per mole
frontier orbital gap: 8.70 eV



8.
Formula: H12O6
Source: OMol25
Level of theory: wB97M-V/def2-TZVPD

Last column: Mulliken charge in e.
Cartesian coordinates (Å):
O  -1.064  -1.320  1.213  -0.63
H  -1.568  -0.479  1.510  0.30
H  -1.593  -1.746  0.604  0.33
O  0.996  2.187  1.162  -0.66
H  0.714  2.385  2.140  0.33
H  1.544  1.497  1.207  0.30
O  1.766  -1.232  1.453  -0.65
H  1.572  -2.008  1.967  0.31
H  0.893  -1.037  1.037  0.35
O  0.015  2.404  -1.196  -0.64
H  -0.074  2.218  -0.240  0.41
H  0.457  3.202  -1.157  0.27
O  0.455  -0.538  -1.789  -0.63
H  0.938  -0.672  -0.990  0.30
H  0.594  0.321  -2.039  0.31
O  -2.065  -1.594  -1.299  -0.67
H  -1.415  -1.142  -1.788  0.35
H  -2.164  -2.446  -1.795  0.32

Values from the calculation:
lowest unoccupied orbital energy: 0.38 eV
M: 108.090 g/mol
highest occupied orbital energy: -11.165 eV
energy relative to the best compared isomer or geometry (same formula, charge and spin): 38.3 kcal per mole
frontier orbital gap: 11.54 eV